DFT (ωB97M-V/def2-TZVPD) results for the molecule C19H12F7N3O4.

Last columns: bonded neighbours and bond lengths (Å).
Cartesian coordinates (Å):
1 C 2.777 -2.625 -2.061  C3 1.438, C30 1.424, C40 1.548
2 H 1.039 -1.746 2.627  C15 1.079
3 C 4.012 -2.590 -1.325  C1 1.438, C31 1.403, C36 1.386
4 F -2.364 -4.411 0.963  C28 1.352
5 C -1.155 -0.398 3.110  H7 1.096, H8 1.097, C10 1.535, O33 1.434
6 H -1.766 -2.481 3.047  C10 1.103
7 H -0.963 -0.516 4.182  C5 1.096
8 H -2.107 0.135 2.996  C5 1.097
9 F 3.104 -1.250 -3.948  C40 1.364
10 C -1.146 -1.786 2.456  C5 1.535, H6 1.103, C15 1.533, O29 1.421
11 N -1.433 5.614 0.934  O22 1.279, C26 1.415, O44 1.233
12 C -0.452 1.700 2.181  C27 1.422, O33 1.401, C42 1.371
13 H -0.677 3.580 -0.626  C20 1.128
14 H 0.026 1.365 0.080  C42 1.090
15 C 0.249 -2.402 2.296  H2 1.079, C10 1.533, H17 1.100, N43 1.494
16 F 1.601 -2.773 -4.240  C40 1.360
17 H 0.306 -3.364 2.828  C15 1.100
18 H 0.612 -2.593 -1.852  C30 1.073
19 H -0.943 -2.001 -0.742  C32 1.100
20 C -0.735 3.317 0.470  H13 1.128, C26 1.408, C42 1.394
21 H 2.732 -2.734 1.853  C24 1.102
22 O -1.882 5.753 -0.256  N11 1.279
23 C 1.512 -2.697 0.067  C24 1.417, C30 1.405, N43 1.424
24 C 2.752 -2.717 0.752  H21 1.102, C23 1.417, C36 1.406
25 F -2.681 -3.646 -1.055  C28 1.354
26 C -1.167 4.299 1.382  N11 1.415, C20 1.408, C39 1.410
27 C -0.922 2.643 3.137  C12 1.422, H37 1.080, C39 1.377
28 C -1.740 -3.873 -0.109  F4 1.352, F25 1.354, C32 1.540, F35 1.404
29 O -1.647 -1.647 1.134  C10 1.421, C32 1.431
30 C 1.551 -2.648 -1.337  C1 1.424, H18 1.073, C23 1.405
31 C 5.283 -2.441 -1.899  C3 1.403, N34 1.157
32 C -1.026 -2.545 0.210  H19 1.100, C28 1.540, O29 1.431, N43 1.488
33 O -0.091 0.408 2.586  C5 1.434, C12 1.401
34 N 6.327 -2.240 -2.357  C31 1.157
35 F -0.814 -4.792 -0.628  C28 1.404
36 C 3.974 -2.636 0.060  C3 1.386, C24 1.406, H45 1.093
37 H -1.000 2.397 4.186  C27 1.080
38 F 3.686 -3.400 -4.131  C40 1.362
39 C -1.262 3.914 2.735  C26 1.410, C27 1.377, F41 1.368
40 C 2.779 -2.530 -3.606  C1 1.548, F9 1.364, F16 1.360, F38 1.362
41 F -1.753 4.753 3.699  C39 1.368
42 C -0.345 2.035 0.855  C12 1.371, H14 1.090, C20 1.394
43 N 0.313 -2.710 0.836  C15 1.494, C23 1.424, C32 1.488
44 O -1.267 6.548 1.721  N11 1.233
45 H 4.935 -2.601 0.578  C36 1.093

E_LUMO   -1.1 eV
HOMO-LUMO gap   8.06 eV
DFT total energy   -1895.40305 Ha
SMILES   N#Cc1ccc(N2C[C@@H](COc3ccc([N+](=O)[O-])c(F)c3)O[C@@H]2C(F)(F)F)cc1C(F)(F)F
E_HOMO   -9.1128 eV

These are the natural (NBO) partial charges, in e, on atoms 1 to 4: -0.0569, 0.2275, -0.2003, -0.3125